No. 1
The following is a quantum chemistry calculation of the molecule C23H30N4O5S in a non-equilibrium geometry, from OMol25.

Element x y z (Å)
C 1.239 1.849 -1.692
H 2.229 -0.132 1.133
C -1.846 -2.466 -2.716
H 0.989 -4.476 2.095
H -4.345 0.985 -2.418
H -2.382 -3.303 -3.162
C -0.305 1.661 1.782
H -2.149 -2.463 1.806
H -2.417 1.232 2.032
O 3.508 1.188 -2.206
H -0.889 -0.306 -1.767
O -1.166 -3.001 -1.608
H 5.167 2.581 -1.094
H 5.853 2.534 1.249
H 2.111 -2.550 1.431
H -1.828 0.842 0.436
C -1.398 -0.599 1.950
O 0.340 -4.171 0.147
N 3.172 2.901 -0.757
H 0.826 2.844 -1.879
H 4.328 1.640 1.247
C 1.442 -2.079 0.732
H 4.663 3.785 2.906
C 0.524 -2.830 0.020
C 2.772 1.933 -1.593
H 0.398 1.041 2.346
N -2.298 -1.522 1.458
H 4.392 5.160 -1.069
H -1.149 -2.049 -3.449
C -0.312 -2.189 -0.924
H 2.194 -4.817 0.821
H 5.009 5.712 1.605
N -3.611 -0.333 -0.123
H 0.797 -5.899 1.038
O 0.648 3.400 0.451
C 1.510 -0.703 0.568
C -3.283 -1.395 0.523
C 4.781 2.615 1.071
C -5.152 0.578 -1.810
C 4.547 3.104 -0.362
C -5.122 -1.825 -0.985
C -1.558 0.827 1.490
C 4.854 4.599 -0.259
H 0.977 1.169 -2.503
C 4.170 3.719 1.937
H -2.566 -1.695 -2.424
H -0.550 2.526 2.398
H -5.958 0.245 -2.457
C 0.646 -0.070 -0.301
H -5.514 1.375 -1.164
C -4.649 -0.552 -0.982
S -4.248 -2.815 0.128
C -0.241 -0.818 -1.073
C 1.132 -4.864 1.081
H 3.360 5.518 1.028
N 0.672 1.342 -0.450
H 5.933 4.744 -0.314
H 3.115 3.512 2.117
C 4.323 5.017 1.122
C 0.385 2.208 0.548
O -0.566 -0.977 2.742
H 2.463 3.434 -0.264
H -5.921 -2.237 -1.565

Properties
F_max	1.05	eV/Å
structure (SMILES)	COc1ccc(N(CC(=O)NC2CCCC2)C(=O)CCC(=O)Nc2nc(C)cs2)cc1OC
HOMO	-8.2	eV
E	-51372.3553	eV
frontier orbital gap	8.67	eV
lowest unoccupied orbital energy	0.017	hartree
multiplicity	1

Mulliken atomic charge list, values in e, 6 entries: -1.017 0.398 -0.855 0.380 0.278 0.220

---

No. 2
The following is a quantum chemistry calculation of a structure of composition C27H38N5OSTi, from OMol25.

Element x y z (Å)
H -2.166 7.102 0.914
C 1.129 0.698 -3.894
N 0.122 0.047 -1.816
H -1.742 -1.020 -4.399
C 0.316 -2.345 1.375
H 5.003 -0.814 -0.438
H 1.918 6.120 -1.223
C -4.407 -0.752 0.844
C 4.310 -0.987 -1.261
H -4.035 0.124 2.797
H 0.801 -3.144 -0.539
H 2.114 -3.561 -2.106
C 3.349 -2.143 -0.980
H 1.987 -1.887 -2.668
C 2.668 -2.635 -2.256
H 3.947 -2.977 -0.593
H 3.425 -2.843 -3.011
H -2.586 -1.575 -2.412
H 3.619 -0.389 1.143
H 2.205 -0.155 3.111
N -1.717 -0.242 0.381
H 4.911 -1.214 -2.140
H 1.204 6.766 1.162
H -0.066 6.308 -0.840
N 1.348 4.368 -0.221
H -1.658 0.548 2.289
C 1.096 0.669 -2.529
H 2.577 5.842 1.771
O 1.480 1.598 0.336
C -3.624 -0.152 1.837
C 0.098 0.056 -4.589
H 0.872 3.519 2.381
H -2.398 5.427 1.444
H -1.149 -1.766 3.553
S -0.870 2.896 -0.029
H 1.073 1.887 2.995
H -0.544 2.591 2.866
H -5.456 -0.955 1.014
C 2.707 -0.964 1.191
C -2.480 -0.784 -0.563
C 2.373 -1.830 0.145
C 0.030 4.381 -0.313
H -0.107 -0.459 4.152
H -2.298 6.342 -1.489
C -0.916 -0.543 -3.889
Ti 0.490 -0.027 0.325
H 1.769 3.466 -0.017
H 1.862 1.151 -1.939
C 1.888 -0.821 2.318
N -1.928 -1.117 -1.801
C 0.296 1.940 0.983
H -4.420 -1.506 -1.158
C 0.429 2.518 2.380
H -3.690 6.279 0.589
C 2.204 6.407 0.917
H 3.211 5.175 -0.548
C -0.883 -0.511 -2.488
H 1.936 1.199 -4.407
C 1.132 -2.492 0.257
C -3.837 -1.063 -0.362
C -2.080 5.645 -0.682
H -0.622 -2.885 1.419
C -0.117 -1.459 3.718
C -2.306 0.082 1.561
H 0.318 -2.139 4.453
C 0.687 -1.520 2.452
H -2.526 4.692 -0.958
H 0.086 0.042 -5.671
H 2.848 7.275 0.779
H 3.776 -0.053 -1.453
C -2.611 6.142 0.648
N -0.616 5.481 -0.661
C 2.211 5.549 -0.339

Properties
F_max	0.54	eV/Å
HOMO (spin up / spin down)	-13.1 / -13.5	eV
E	-72054.6150	eV
frontier orbital gap (spin up / spin down)	7.59 / 8.13	eV
lowest unoccupied orbital energy (spin up / spin down)	-0.203 / -0.199	hartree
multiplicity	2
net charge	+2

Mulliken atomic charge list, values in e, 6 entries: 0.329 -1.076 0.980 0.478 -0.967 0.435

---

No. 3
The following is a quantum chemistry calculation of the molecule C6H8 in a non-equilibrium geometry, from OMol25.

Element x y z (Å)
C -0.610 -1.154 0.243
H 0.830 0.088 2.294
H -0.613 0.720 3.155
H -1.112 -2.117 0.263
C 0.996 1.019 -2.202
C -1.031 -0.302 1.369
H 0.801 0.342 -3.031
H -2.061 -0.464 1.683
C 0.641 0.596 -0.993
H 0.435 1.249 -0.154
H 0.378 -1.484 -1.580
H 1.440 1.965 -2.477
C -0.229 0.312 2.229
C 0.134 -0.771 -0.799

Properties
F_max	1.30	eV/Å
structure (SMILES)	C=C/C=C\C=C
HOMO	-8.4	eV
E	-6349.3395	eV
frontier orbital gap	9.23	eV
lowest unoccupied orbital energy	0.029	hartree
multiplicity	1

Mulliken atomic charge list, values in e, 6 entries: -0.225 0.306 0.290 0.337 -0.810 -0.358

---

No. 4
The following is a quantum chemistry calculation of a cluster of 3 separate species, C4H11NO2 in total in a non-equilibrium geometry, from OMol25.

Element x y z (Å)
C -2.461 1.589 -0.187
H 1.851 -0.597 -1.811
H -0.535 -1.186 -0.230
C -1.002 -1.069 0.752
C -1.381 1.177 0.470
H 0.018 2.718 0.999
H -2.632 2.525 -0.703
O 1.364 -2.507 0.526
N -1.415 0.004 1.251
O 2.724 -0.728 -1.425
H 3.332 -0.800 -2.172
H 1.452 -3.315 0.010
H 0.058 2.259 -0.675
H 2.216 -2.341 0.943
H -0.878 -1.961 1.354
H 0.793 1.209 0.541
C -0.059 1.856 0.331
H -3.443 1.168 0.025

Properties
F_max	1.75	eV/Å
structure (SMILES)	C=NC(=C)C.O.O
HOMO	-8.5	eV
E	-9909.7241	eV
frontier orbital gap	9.01	eV
lowest unoccupied orbital energy	0.020	hartree
multiplicity	1

Mulliken atomic charge list, values in e, 6 entries: -0.979 0.311 0.177 -0.230 0.698 0.273

---

No. 5
The following is a quantum chemistry calculation of a structure of composition C16H56O12 in a non-equilibrium geometry, from OMol25.

Element x y z (Å)
H -0.043 0.088 -3.160
H -1.010 -1.952 -3.573
O 4.406 1.601 3.061
H -4.615 -5.000 -0.504
H -4.121 -3.529 0.986
H -0.181 -0.147 2.024
H -3.512 2.197 -3.914
H 1.704 -0.248 -2.306
H -3.846 0.828 -1.653
H 2.519 4.506 -2.856
H 2.011 1.309 -1.886
H 0.722 -3.439 -2.402
H -3.326 0.500 1.820
O -4.079 -3.188 0.175
H 3.712 -0.963 3.010
H -5.470 -0.215 3.531
C -5.269 0.262 2.528
H 5.348 0.477 1.412
O 0.651 3.804 -2.490
C 3.123 -0.392 3.564
H 5.847 -0.319 4.097
H 2.257 3.212 -3.395
H -1.882 2.124 -0.608
O -2.336 -0.284 0.708
H -0.142 1.884 -0.273
H 1.746 3.018 0.113
H -1.390 1.971 0.994
H 0.435 -4.035 1.672
H -3.826 -4.179 -1.830
O 0.224 1.040 -2.979
H -3.092 0.078 -3.074
H 1.442 3.590 2.599
H -6.214 0.977 2.556
H 0.430 -4.071 3.470
H 3.181 1.303 4.904
O 5.340 -0.316 0.791
H 0.732 -0.174 0.359
H 4.287 -0.589 -1.107
H -0.931 -4.087 -2.631
H 2.752 -4.853 1.901
C -1.179 1.600 0.083
H 1.490 -2.992 2.846
H -0.509 -3.470 -1.267
C 1.587 0.696 -2.704
H -2.568 1.073 -4.767
H 2.418 4.894 1.014
C 3.947 0.814 4.143
C -4.564 -3.968 -0.797
H 5.634 0.972 5.291
O 2.197 3.164 2.114
H -2.841 -0.879 -0.003
H 2.442 0.060 2.825
H 0.271 2.857 -2.419
C 1.680 4.066 -3.272
C -1.129 0.069 0.016
C -0.115 -0.402 1.053
H -0.886 -0.281 -0.950
C 5.220 0.188 4.797
H 3.854 2.182 2.651
H 2.158 0.716 -3.545
H -3.810 0.413 -3.981
H -5.245 -0.197 1.447
H 3.828 -1.372 0.298
C 4.227 -0.484 -0.021
H 1.358 4.695 -4.048
O -2.359 1.250 -2.667
H 4.996 -0.452 5.594
H -1.490 1.612 -2.873
O 2.092 -4.963 2.570
H 2.395 -0.707 4.270
C -4.149 0.270 -2.433
O -4.012 0.871 2.649
C 1.083 -3.932 2.593
H 3.462 3.516 0.539
H -0.153 -1.462 1.100
H -5.742 0.322 -3.751
C -3.050 1.131 -3.842
H 3.379 0.349 0.311
H -4.469 -0.606 -1.894
O -0.630 -2.068 -2.675
O -5.098 0.892 -3.358
C 2.495 3.711 0.795
C -0.268 -3.299 -2.164
H -5.531 -3.639 -1.196

Properties
F_max	11.88	eV/Å
HOMO	-8.5	eV
E	-42047.9618	eV
frontier orbital gap	8.47	eV
lowest unoccupied orbital energy	-0.001	hartree
multiplicity	1

Mulliken atomic charge list, values in e, 6 entries: 0.090 0.255 -0.518 0.420 0.243 0.714

---

No. 6
The following is a quantum chemistry calculation of a cluster of 2 separate species, C3H7NS2 in total in a non-equilibrium geometry, from OMol25.

Element x y z (Å)
S 2.210 0.321 -0.271
H -0.858 0.976 -2.602
C -0.498 -0.307 0.000
H 2.775 0.265 2.267
H -2.166 1.807 -1.725
N -1.234 0.336 -0.690
C -1.164 1.381 -1.635
H -1.140 -1.222 1.760
C -0.395 -1.348 0.973
H -0.446 2.143 -1.328
S 2.831 -0.699 1.330
H 0.608 -1.338 1.432
H -0.525 -2.316 0.489

Properties
F_max	1.81	eV/Å
HOMO (spin up / spin down)	-7.2 / -7.2	eV
E	-26382.9478	eV
frontier orbital gap (spin up / spin down)	7.11 / 7.11	eV
lowest unoccupied orbital energy (spin up / spin down)	-0.003 / -0.003	hartree
multiplicity	1

Mulliken atomic charge list, values in e, 6 entries: -0.340 0.274 0.477 0.162 0.273 -0.226